No. 1
Formula: C4H8O2
Source: the Open Molecules 2025 dataset
Level of theory: wB97M-V/def2-TZVPD

```
! RIJCOSX wB97M-V def2-TZVPD def2/J DEFGRID3
* xyz 0 1
H 0.7753 0.2988 -1.3366
H 1.9831 -0.8547 0.6331
C -1.5004 0.0085 0.0057
H 1.4955 -0.2856 2.2631
H 0.3664 -0.1791 0.9503
O -2.0145 -2.2209 -0.5421
H -0.8580 -1.0632 -1.7457
C 0.2821 1.1873 -0.9590
C -1.4394 -1.1737 -0.7978
H -2.2810 0.1892 0.7293
C 1.4347 -0.0928 1.1940
O -0.8260 1.1198 -0.3321
H 1.8739 0.8903 0.9929
H 0.7082 2.1761 -1.0549
*
```

HOMO-LUMO gap (spin up / spin down)	8.25 / 7.44	eV
highest occupied orbital energy (spin up / spin down)	-8.5 / -8.2	eV
LUMO (spin up / spin down)	-0.2101 / -0.7554	eV

No. 2
Formula: C3H6N2S2
Source: the Open Molecules 2025 dataset
Level of theory: wB97M-V/def2-TZVPD

```
! RIJCOSX wB97M-V def2-TZVPD def2/J DEFGRID3
* xyz 0 1
C 1.8452 -0.5544 0.3461
S -1.0937 2.7214 -0.2528
H 1.1825 0.0834 -1.5132
S -2.8122 -1.0601 -0.1255
H -2.2347 1.4024 1.3429
H 1.4968 -0.5167 1.3970
C -1.4912 -0.0846 -0.0171
H -0.4322 -1.3860 -0.9483
N -0.3608 -0.5202 -0.5124
C -1.6612 1.3521 0.3799
H 1.9357 -1.5518 -0.0046
H 2.7641 0.0147 0.4191
N 0.8618 0.0998 -0.5110
*
```

SMILES string	CNNC(=S)C=S
HOMO-LUMO gap	7.59	eV
highest occupied orbital energy	-8.6	eV
LUMO	-1.0325	eV

No. 3
Formula: C34H31BO8
Source: the Open Molecules 2025 dataset
Level of theory: wB97M-V/def2-TZVPD

```
! RIJCOSX wB97M-V def2-TZVPD def2/J DEFGRID3
* xyz 0 1
C -2.7769 2.0768 -6.0695
H 4.1762 -2.7875 -0.0939
H -8.1734 1.5644 -3.0485
C -7.3600 1.7215 -3.7456
H 5.5224 0.7228 6.9800
H 6.1775 -1.4112 0.3345
O -3.3822 1.0128 -2.6821
C 3.6254 -2.0505 3.1663
C 6.8883 -0.2238 2.6390
O -0.6648 -3.7462 -0.3305
H 0.3950 2.2728 -7.2396
H -0.7561 -0.1338 4.9129
C 8.1816 1.1978 4.2142
O 4.1287 -0.8520 5.6388
C 6.2663 0.8537 6.2054
O -0.9501 -1.7287 1.9656
C -1.4502 -0.9383 3.0491
O 0.4689 0.6092 3.3460
C -3.6138 1.4126 -3.8076
H 0.1191 2.6194 3.1250
H -5.4125 -2.5655 -1.9148
C -0.1488 1.7162 -5.2365
H -0.5900 1.9352 4.6221
C -5.0081 1.6619 -4.2487
C 6.1103 0.2209 4.9755
H -1.9362 2.5936 -7.9782
C 4.7454 -1.2608 3.4082
H -2.7213 -3.2018 -2.0515
O -3.0446 -4.0272 -0.1268
C 0.2702 1.8799 3.9356
H -2.0732 -0.1110 2.6580
H 2.9080 -2.2326 3.9550
H -2.0544 -1.6309 3.6742
C 8.3356 1.8207 5.4435
H -8.6405 2.4148 -5.3262
C 3.4231 -2.6008 1.9098
H -0.3812 -3.1561 -1.0284
C 5.6747 -1.0393 2.3905
H 2.5480 -3.2106 1.7228
C -7.6231 2.1961 -5.0275
H -5.8535 1.0915 -2.3570
C 5.4653 -1.5901 1.1291
C -2.5078 1.6676 -4.7626
C -4.1726 2.3066 -6.5171
H -2.9868 -1.7065 1.3872
H -4.1341 -1.4752 -1.2502
H 0.3609 -1.2635 4.1478
H 1.1633 2.2308 4.4918
C -4.5773 -2.4844 -1.1981
C -1.7291 2.2862 -6.9618
C 7.0631 0.4048 3.9724
H 0.8752 1.5849 -4.9104
C -5.2742 2.1154 -5.5417
H 9.2041 2.4404 5.6283
H -6.7915 2.7512 -6.9234
C -1.9708 -1.8520 0.9724
C 4.3399 -2.3648 0.8893
H 8.9278 1.3313 3.4424
C -6.5840 2.3874 -5.9259
C 4.9302 -0.6494 4.7466
H -1.8210 -1.0383 0.2236
C -1.1902 1.4932 -4.3480
C -0.4187 2.1058 -6.5453
O -4.4092 2.6498 -7.6589
H 7.4895 2.1529 7.3911
H -0.9772 1.1876 -3.3321
H -4.9413 -2.6040 -0.1625
H -3.9801 -4.5253 -1.8720
C -0.3119 -0.4066 3.9387
B -1.9000 -3.2387 0.1713
C 7.3736 1.6561 6.4361
C -3.5298 -3.6277 -1.4287
O 7.7209 -0.0666 1.7666
C -6.0561 1.4553 -3.3557
*
```

SMILES string	O=C1c2ccccc2C(=O)c2ccccc21.O=C1c2ccccc2C(=O)c2ccccc21.CCOB(O)COCCOC
HOMO-LUMO gap	8.23	eV
highest occupied orbital energy	-9.4	eV
LUMO	-1.1667	eV

No. 4
Formula: C2H3FI2
Source: the Open Molecules 2025 dataset
Level of theory: wB97M-V/def2-TZVPD

```
! RIJCOSX wB97M-V def2-TZVPD def2/J DEFGRID3
* xyz 0 1
C 0.4455 0.2488 0.5333
F -0.3751 0.1490 -1.7241
I 1.9505 -1.6623 0.3015
H 0.0723 -0.0394 1.4516
H -0.9943 -1.0955 -0.1490
H -1.6539 0.3640 -0.2882
C -0.6857 -0.0967 -0.4025
I 1.2407 2.1321 0.2773
*
```

SMILES string	FCC(I)I
HOMO-LUMO gap	8.52	eV
highest occupied orbital energy	-9.6	eV
LUMO	-1.0672	eV

No. 5
Formula: C20H24Br51F3NO
Source: the Open Molecules 2025 dataset
Level of theory: wB97M-V/def2-TZVPD

```
! RIJCOSX wB97M-V def2-TZVPD def2/J DEFGRID3
* xyz 1 1
H 2.9008 5.2487 -2.0857
Br -3.2952 6.0508 -6.6132
C 1.3472 2.1140 3.2414
Br -1.4375 -8.1297 -4.7291
Br 7.8289 -2.4770 0.5534
C 6.7922 -3.1409 2.0493
Br 0.4212 -5.6198 3.5266
H -1.0746 -4.4118 4.5424
F 1.0082 -3.2474 3.6623
Br -5.5556 8.8135 -8.0673
Br -2.2612 2.0632 7.2872
C -1.1072 0.5540 -2.6140
Br -0.7370 0.6708 -10.5330
F 1.3489 -1.0912 4.1298
C -0.9458 -1.7728 3.8674
Br -1.5351 -0.8703 -7.8315
H -2.1734 -6.9392 -6.7836
Br -1.0207 -5.0693 -5.6212
Br 5.7662 -7.4562 2.2149
H -0.1826 1.1276 -2.6331
F 0.5085 -2.4636 5.7988
Br 1.6623 -7.9751 1.7383
H -2.7164 -4.5218 4.7564
H -5.7250 0.8304 3.0556
H -3.2697 6.7299 -9.0026
Br 1.7144 8.9080 -3.3328
H 4.8239 -1.1167 -1.9351
Br 2.2554 2.8351 1.6879
C 0.2262 -7.4574 2.9284
Br -3.8380 0.7377 4.6744
H 5.9686 8.1937 2.5344
Br 7.9247 -3.7247 3.5078
H 6.2498 -4.0159 1.6977
H -2.6122 -1.8724 5.3531
N -1.8836 -3.9497 5.0020
Br 6.4337 5.7529 2.5759
Br 3.3671 2.8057 -2.0459
Br 2.5955 -0.6352 -0.9459
Br -3.8317 0.5438 1.4712
Br -1.6355 0.2670 -4.4548
C 0.7750 8.4345 -1.7055
C 3.8356 4.6875 -2.0883
C 6.9008 7.6342 2.5323
H -0.6974 -7.5094 2.3558
Br -5.8403 9.9828 -5.0905
Br -3.8590 4.3301 -9.2638
Br 7.8408 8.1033 0.9039
Br 4.2940 -3.3568 -1.0016
H -1.4775 -2.6860 2.1702
C -0.4323 0.5136 -8.6259
Br 1.7599 8.9678 -0.1233
Br -1.0013 5.7297 -8.8335
Br 4.7750 5.1598 -3.7163
H -6.8714 -3.3954 -0.3825
Br 7.2664 -7.5379 5.0532
Br 0.3070 6.5520 -1.6637
Br -2.0075 -5.5999 -2.0094
Br -2.9693 9.9415 -6.5276
C 0.4898 -2.1678 4.4354
H -2.9741 -2.6291 3.7296
H -5.0760 11.0851 -7.1816
Br -0.7169 -1.1151 -1.7081
Br 7.8866 8.1671 4.1135
H 0.6033 0.2100 -8.4928
C -1.3264 -4.3079 -0.7404
C -4.8331 0.2087 3.0955
H -1.8436 -3.9463 6.0309
C -4.8867 10.0952 -6.7740
Br -7.3314 -1.0545 0.3197
O -0.9835 -1.8681 2.4305
C -1.2454 -6.9008 -6.2184
H 1.5336 1.0430 3.2489
C -2.1723 -2.5414 4.5408
H -0.1578 8.9934 -1.7027
Br -2.2861 -4.3674 0.9453
C -3.2609 1.7148 8.9115
H -4.1511 2.3385 8.8776
Br -2.2664 2.2290 10.4916
Br 0.0407 -8.6853 4.4166
Br 0.5852 -4.4813 -0.4880
Br -2.4116 1.6121 -1.6442
Br -7.5369 -2.4282 -2.5709
H 5.1416 -8.6001 4.3303
Br -0.5754 2.3517 3.1315
C 3.9011 -1.6922 -1.9126
C 5.5616 -7.6161 4.1364
H -1.0895 -0.6602 4.1039
Br 4.3072 -6.3137 4.8346
Br 2.0675 2.8263 4.8937
Br 3.3690 -1.9844 -3.7528
Br -5.4306 -1.6351 3.2063
Br 0.1736 -7.4447 -7.4202
Br 5.4682 -1.8513 2.6363
Br -4.7178 -2.3330 -1.0378
Br 4.8214 5.2194 -0.5055
Br -3.8613 -0.1273 9.0041
C -6.6471 -2.4399 -0.8503
H -1.5019 -3.3231 -1.1642
Br -0.6450 2.2127 -7.7189
C -2.9075 5.8360 -8.4995
*
```

HOMO-LUMO gap	7.96	eV
highest occupied orbital energy	-11.2	eV
LUMO	-3.2658	eV